1.
Computed, not measured: C46H44NO7P2Pd as an isolated structure at a distorted geometry, with ωB97M-V/def2-TZVPD.

Cartesian coordinates (Å):
C1 -0.147 -0.932 5.772
C2 1.115 -1.322 5.316
C3 1.757 -0.592 4.310
C4 1.089 0.500 3.773
O1 1.569 1.121 2.606
P1 2.105 0.382 1.262
O2 2.509 1.699 0.395
C5 3.005 2.925 0.879
C6 4.383 3.122 0.938
C7 4.860 4.362 1.373
C8 3.964 5.374 1.722
C9 2.585 5.155 1.649
C10 2.091 3.916 1.232
O3 3.540 -0.234 1.722
C11 4.603 -0.587 0.879
C12 5.714 -1.148 1.510
C13 6.814 -1.498 0.726
C14 6.791 -1.281 -0.653
C15 5.665 -0.724 -1.260
C16 4.549 -0.371 -0.491
Pd1 0.678 -1.077 0.327
P2 -1.391 -0.209 0.640
O4 -2.135 -0.755 1.993
C17 -3.472 -0.641 2.425
C18 -4.144 -1.819 2.733
C19 -5.524 -1.760 2.916
C20 -6.184 -0.531 2.861
C21 -5.468 0.650 2.664
C22 -4.082 0.607 2.500
O5 -1.506 1.423 0.726
C23 -2.150 2.244 -0.219
C24 -3.153 3.088 0.247
C25 -4.025 3.657 -0.686
C26 -3.813 3.456 -2.051
C27 -2.718 2.708 -2.496
C28 -1.861 2.102 -1.573
O6 -2.504 -0.520 -0.506
C29 -3.539 -1.464 -0.510
C30 -4.833 -0.984 -0.678
C31 -5.885 -1.896 -0.628
C32 -5.621 -3.258 -0.472
C33 -4.309 -3.719 -0.363
C34 -3.244 -2.816 -0.382
C35 0.672 -1.618 -2.855
C36 1.395 -2.429 -1.872
C37 0.706 -2.904 -0.681
C38 1.467 -3.501 0.387
C39 2.822 -3.747 0.216
C40 3.438 -3.417 -0.994
C41 2.743 -2.791 -2.026
C42 1.226 -0.901 -3.919
C43 0.485 0.145 -4.923
C44 -0.127 0.966 4.273
C45 -0.761 0.211 5.260
H1 -0.652 -1.523 6.539
H2 1.610 -2.196 5.739
H3 2.741 -0.879 3.942
H4 5.055 2.320 0.634
H5 5.938 4.522 1.427
H6 4.340 6.345 2.052
H7 1.880 5.941 1.915
H8 1.025 3.709 1.153
H9 5.692 -1.295 2.590
H10 7.688 -1.940 1.207
H11 7.655 -1.552 -1.265
H12 5.634 -0.557 -2.338
H13 3.652 0.030 -0.966
H14 -3.586 -2.754 2.763
H15 -6.076 -2.684 3.091
H16 -7.269 -0.495 2.984
H17 -5.970 1.618 2.641
H18 -3.477 1.508 2.413
H19 -3.266 3.251 1.319
H20 -4.864 4.255 -0.330
H21 -4.498 3.894 -2.779
H22 -2.525 2.582 -3.562
H23 -0.993 1.521 -1.890
H24 -4.987 0.089 -0.813
H25 -6.910 -1.532 -0.709
H26 -6.449 -3.970 -0.437
H27 -4.097 -4.784 -0.259
H28 -2.205 -3.134 -0.286
H29 -0.422 -1.540 -2.684
H30 -0.348 -3.141 -0.761
H31 0.946 -3.844 1.281
H32 3.406 -4.229 1.011
H33 4.489 -3.659 -1.128
H34 3.251 -2.583 -2.970
H35 2.345 -0.893 -3.992
H36 -0.519 0.080 -4.605
H37 1.029 0.992 -4.643
H38 -0.573 1.871 3.861
H39 -1.738 0.534 5.624
C46 -0.697 0.929 -6.809
N1 0.558 0.181 -6.283
O7 1.650 1.119 -6.558
H40 -1.518 0.231 -6.950
H41 -0.993 1.680 -6.053
H42 -0.576 1.486 -7.758
H43 0.730 -0.775 -5.965
H44 2.153 0.906 -7.389

As for the HOMO energy: -9.04 eV. Its spin multiplicity is 1. The largest force on an atom comes out at 9.397 eV/Å. As for the net charge: +1. For the frontier orbital gap, the calculation gives 0.222 Ha.

Löwdin atomic charge list, values in e, 4 entries: -0.0901, -0.0713, -0.0226, -0.2862

***

2.
Computed, not measured: a 2-piece molecular cluster, C5H11NO overall at a distorted geometry, with ωB97M-V/def2-TZVPD.

Cartesian coordinates (Å):
N1 -2.441 -1.668 -0.712
C1 -1.858 -0.497 -0.298
C2 -0.767 -0.468 0.466
C3 -0.040 0.742 0.881
C4 1.245 0.520 1.056
C5 2.331 1.439 1.517
H1 -3.221 -1.574 -1.289
H2 -2.043 -2.577 -0.555
H3 -2.177 0.349 -0.866
H4 -0.360 -1.500 0.755
H5 -0.588 1.658 1.015
H6 1.698 -0.431 0.760
H7 3.262 0.814 1.613
H8 2.501 2.137 0.752
H9 2.178 2.058 2.370
H10 1.516 0.764 -1.766
H11 0.724 -0.649 -1.557
O1 1.015 0.027 -2.247

As for the HOMO energy (alpha / beta): -13.82 / -14.76 eV. Its spin multiplicity is 2. The largest force on an atom comes out at 4.333 eV/Å. As for the net charge: +1. For the frontier orbital gap (alpha / beta), the calculation gives 0.366 / 0.278 Ha. For the relative energy (zero: lowest compared OMol25 entry of this formula, charge and spin), the calculation gives 1.509 eV. Its expectation value of S² is 0.7719.

Löwdin atomic charge list, values in e, 4 entries: 0.2184, -0.0881, -0.0478, -0.0478

***

3.
Computed, not measured: C13H14AlCl2N2O4Ru as an isolated structure at a distorted geometry, with ωB97M-V/def2-TZVPD.

Cartesian coordinates (Å):
Ru1 0.133 0.390 -5.794
Al1 0.024 0.871 -0.692
Cl1 -0.613 1.800 -4.130
Cl2 1.337 0.148 -2.187
C1 -0.752 -0.936 -0.008
C2 -0.266 1.412 -7.254
C3 0.648 -0.942 -6.956
O1 -1.042 -1.851 0.650
O2 -0.459 1.882 -8.303
O3 0.915 -1.664 -7.847
C4 -1.983 0.412 7.365
C5 -0.466 0.591 7.310
N1 -0.010 1.358 6.141
C6 0.326 2.763 6.447
C7 1.586 2.853 7.244
C8 -0.188 0.782 4.905
O4 -0.734 -0.338 4.789
C9 0.354 1.413 3.633
C10 1.543 2.151 3.649
C11 2.112 2.534 2.439
C12 1.588 2.185 1.211
N2 0.437 1.447 1.200
C13 -0.121 0.983 2.376
H1 -2.532 1.367 7.298
H2 -2.264 -0.075 8.310
H3 -2.301 -0.234 6.540
H4 -0.119 1.121 8.209
H5 -0.009 -0.417 7.306
H6 0.384 3.329 5.531
H7 -0.522 3.191 6.988
H8 2.410 2.281 6.811
H9 1.900 3.893 7.316
H10 1.478 2.444 8.260
H11 2.026 2.419 4.589
H12 3.081 3.048 2.417
H13 2.066 2.391 0.232
H14 -0.857 0.187 2.287

As for the HOMO energy (alpha / beta): -20.07 / -22.23 eV. Its spin multiplicity is 6. The largest force on an atom comes out at 12.290 eV/Å. As for the net charge: +4. For the frontier orbital gap (alpha / beta), the calculation gives 0.170 / 0.238 Ha. Its expectation value of S² is 8.8021.

Löwdin atomic charge list, values in e, 4 entries: 1.0558, 0.4691, 0.0105, 0.3845

***

4.
Computed, not measured: a 2-piece molecular cluster, C5H11O3 overall at a distorted geometry, with ωB97M-V/def2-TZVPD.

Cartesian coordinates (Å):
C1 -0.583 -1.398 1.526
C2 0.895 -1.035 2.020
C3 -1.842 -0.834 2.336
O1 -0.548 -1.183 0.218
H1 -0.660 -2.411 1.602
H2 0.979 -0.743 2.969
H3 -2.430 -1.660 2.748
H4 -1.428 -0.290 3.248
H5 -2.428 -0.207 1.681
H6 -0.608 -0.300 -0.304
H7 1.197 -0.024 1.490
H8 1.606 -1.792 1.646
C4 1.570 1.294 -0.807
C5 0.378 1.177 -1.839
O2 -0.702 1.062 -1.299
O3 0.702 1.149 -3.019
H9 1.968 2.275 -0.978
H10 2.305 0.495 -0.874
H11 1.378 1.210 0.153

As for the HOMO energy: -4.35 eV. Its spin multiplicity is 1. The largest force on an atom comes out at 5.071 eV/Å. As for the net charge: -1. For the frontier orbital gap, the calculation gives 0.296 Ha. For the relative energy (zero: lowest compared OMol25 entry of this formula, charge and spin), the calculation gives 2.225 eV.

Löwdin atomic charge list, values in e, 4 entries: -0.5100, -0.0269, -0.0289, -0.0799

***

5.
Computed, not measured: one molecule with the formula CH4FN at a distorted geometry, with ωB97M-V/def2-TZVPD.

Cartesian coordinates (Å):
C1 0.378 0.106 0.536
N1 -0.491 -0.060 -0.488
F1 -0.102 -0.614 1.674
H1 0.581 1.184 0.795
H2 1.501 -0.298 0.266
H3 -0.493 -1.059 -0.633
H4 -1.452 0.376 -0.492

As for the HOMO energy: -10.31 eV. As for the SMILES: NCF. Its spin multiplicity is 1. The largest force on an atom comes out at 3.900 eV/Å. For the frontier orbital gap, the calculation gives 0.423 Ha. For the relative energy (zero: lowest compared OMol25 entry of this formula, charge and spin), the calculation gives 0.213 eV.

Löwdin atomic charge list, values in e, 4 entries: -0.3652, 0.0057, -0.1075, 0.1155

***

6.
Computed, not measured: C4H11AlBrClPr as an isolated structure at a distorted geometry, with ωB97M-V/def2-TZVPD.

Cartesian coordinates (Å):
Al1 0.169 -0.231 -1.092
Cl1 0.076 -2.373 -0.857
C1 2.017 0.343 -0.629
C2 -0.242 0.022 -3.038
H1 2.326 1.186 -1.263
H2 2.072 0.678 0.415
H3 2.742 -0.472 -0.760
H4 -0.347 1.080 -3.312
H5 -1.175 -0.489 -3.313
H6 0.568 -0.412 -3.639
Pr1 -0.973 1.232 2.469
C3 -0.985 -1.058 2.979
C4 -1.275 0.921 0.132
H7 -1.944 -1.358 3.429
H8 -0.810 -1.664 2.080
H9 -0.175 -1.247 3.695
H10 -2.258 0.401 0.018
H11 -1.403 1.862 -0.454
Br1 1.617 1.578 3.140

As for the HOMO energy (alpha / beta): -4.09 / -4.05 eV. Its spin multiplicity is 3. The largest force on an atom comes out at 1.632 eV/Å. As for the net charge: -1. For the frontier orbital gap (alpha / beta), the calculation gives 0.207 / 0.206 Ha. Its expectation value of S² is 2.0073.

Löwdin atomic charge list, values in e, 4 entries: -0.2042, 0.1697, -0.2222, -0.2423